A cluster of 3 separate species, C5H10O3 in total at a distorted geometry, computed with the ωB97M-V functional and the def2-TZVPD basis.

Output
Frontier orbital gap, Ha: 0.381
Energy relative to the best compared isomer or geometry (same formula, charge and spin), kcal per mole: 55.0
HOMO energy, eV: -9.541
Max |F|, eV/Å: 2.822
Charge: 0
Calculated total energy, hartree: -422.1690
Lowest unoccupied orbital energy, eV: 0.8137

```
18
Properties=species:S:1:pos:R:3:forces:R:3
C -0.657 -0.201 0.508 -2.621 -1.035 -0.139
C 1.211 1.169 -1.426 0.050 -0.255 -0.086
C -1.072 1.173 0.958 0.768 0.328 -0.506
C -0.095 -1.085 1.592 0.738 0.116 -0.425
C -0.046 -1.957 -1.485 0.060 -1.847 -1.522
O -1.228 -0.715 -0.486 0.217 1.335 1.507
O 1.293 0.162 -0.434 -0.007 -1.879 -0.939
O -0.681 -2.708 -2.069 0.503 0.781 0.660
H 1.071 -0.764 -0.926 0.589 2.299 1.273
H 2.031 1.056 -2.142 -0.037 0.134 -0.015
H 1.290 2.141 -0.941 -0.014 0.001 -0.021
H 0.262 1.100 -1.968 -0.038 0.122 -0.015
H -1.565 1.713 0.154 -0.062 -0.069 -0.008
H -1.739 1.095 1.816 -0.036 -0.126 0.008
H -0.186 1.727 1.266 -0.002 0.094 0.144
H 0.228 -2.038 1.176 -0.002 -0.032 0.033
H -0.868 -1.273 2.337 -0.109 0.068 -0.079
H 0.750 -0.595 2.070 0.005 -0.033 0.129
```
Positions in Å, forces in eV/Å.